Entry 1:
Entry from the Open Molecules 2025 dataset: C35H58N3OP2Re as an isolated structure (ωB97M-V/def2-TZVPD).

CARTESIAN COORDINATES (ANGSTROEM)
C: 1.289660 1.419292 -2.084065
C: -0.688976 0.240136 -2.667290
C: 1.469990 1.834882 -3.403280
C: -0.602125 0.762374 -3.985554
C: 0.476539 1.547516 -4.341683
H: 2.370098 2.394951 -3.643607
H: -1.392647 0.482334 -4.678913
H: 0.562841 1.942582 -5.351649
N: 0.209118 0.710972 -1.742928
P: 1.464081 1.779754 0.708911
P: -1.534007 -1.624890 -0.673726
C: 2.287815 1.697826 -0.979712
H: 3.040740 0.893756 -0.968240
H: 2.830660 2.624328 -1.201569
C: -0.565420 -0.860694 1.988206
O: -0.834488 -1.418448 2.994835
C: -1.586226 -0.748426 -2.221772
H: -2.376227 -1.030828 -2.920904
C: -0.956474 -3.344914 -1.450471
C: -3.354990 -2.003474 -0.078720
C: 2.840029 1.404790 2.003341
C: 1.120123 3.667188 0.676029
C: -0.346976 -4.139894 -0.300569
H: -1.040004 -4.303839 0.532450
H: -0.014706 -5.123849 -0.668544
H: 0.524163 -3.603445 0.088872
C: -2.057624 -4.151306 -2.150007
H: -2.870753 -4.471180 -1.494235
H: -2.468423 -3.609094 -3.010577
H: -1.596506 -5.070433 -2.546311
C: 0.096507 -3.088023 -2.533754
H: 0.465725 -4.054430 -2.911713
H: -0.313289 -2.527267 -3.380859
H: 0.956082 -2.531129 -2.147451
C: -3.365128 -3.265927 0.799906
H: -2.704251 -3.130840 1.668495
H: -4.387778 -3.413742 1.180578
H: -3.080434 -4.182579 0.280128
C: -3.901159 -0.888379 0.810858
H: -3.294446 -0.744151 1.712231
H: -3.969889 0.062369 0.277630
H: -4.918862 -1.156927 1.136111
C: -4.301767 -2.089778 -1.279202
H: -4.078533 -2.902961 -1.971811
H: -5.321350 -2.266053 -0.902133
H: -4.309443 -1.148639 -1.841957
C: 0.390241 4.016608 1.974903
H: 0.217807 5.103223 1.997150
H: -0.581159 3.514692 2.028659
H: 0.956743 3.743616 2.872820
C: 0.205846 3.993484 -0.512341
H: 0.714258 3.868291 -1.476829
H: -0.701753 3.382825 -0.513960
H: -0.103874 5.047451 -0.433705
C: 2.374567 4.555723 0.516915
H: 2.040830 5.536865 0.144271
H: 2.884922 4.740144 1.467073
H: 3.102837 4.174924 -0.208180
C: 3.945968 0.623713 1.294955
H: 4.513102 1.239809 0.582838
H: 4.664395 0.250671 2.042165
H: 3.523458 -0.241162 0.768104
C: 2.211568 0.522451 3.092669
H: 1.871710 -0.443297 2.693848
H: 2.969840 0.316264 3.863423
H: 1.356312 1.020541 3.571320
C: 3.474201 2.622678 2.683022
H: 4.073220 3.222997 1.988571
H: 2.741716 3.255602 3.195719
H: 4.167487 2.247889 3.453434
Re: -0.146977 -0.030058 0.329549
N: 1.276770 -1.153050 -0.038043
C: 2.099180 -1.927828 -0.381627
C: 3.177434 -3.002439 -0.209113
C: 3.185425 -3.912756 -1.434962
C: 4.548982 -2.343530 -0.096913
C: 2.908877 -3.827104 1.052052
H: 2.251681 -4.482276 -1.524161
H: 3.332415 -3.326644 -2.351759
H: 4.012545 -4.632434 -1.349697
H: 4.676753 -1.863167 0.880118
H: 5.340021 -3.101302 -0.177822
H: 4.701088 -1.613306 -0.903116
H: 3.707801 -4.571529 1.177673
H: 2.895968 -3.185266 1.946384
H: 1.959483 -4.372522 0.993310
C: -5.142084 4.128725 1.687421
C: -4.010457 3.197928 1.383036
C: -3.251959 2.602853 2.386301
C: -2.185544 1.773711 2.053331
N: -1.869757 1.480894 0.770105
C: -2.626167 2.033222 -0.216439
C: -3.676101 2.903392 0.062910
H: -6.072189 3.781397 1.219033
H: -5.299391 4.197048 2.768220
H: -4.942012 5.137628 1.302041
H: -3.471461 2.782985 3.438636
H: -1.554763 1.342190 2.836452
H: -2.384991 1.757241 -1.246628
H: -4.226084 3.340485 -0.768513

Forces on the atoms, in the same order (eV/Å):
C -0.0457 -0.0338 0.3458
C 0.3715 0.5044 -0.1262
C -0.0075 0.0213 0.1070
C -0.6299 -0.7374 0.4189
C 0.2878 0.2807 -0.0310
H -0.2523 -0.0577 -0.1605
H 0.3093 0.1412 -0.0676
H -0.0364 -0.1463 0.1541
N 0.0211 -0.6758 1.1869
P 2.0023 1.7651 -0.3576
P -2.1349 -2.0041 -1.9303
C 0.0142 -0.1743 -0.2725
H -0.3075 0.2011 -0.1122
H -0.1233 -0.3015 0.1071
C -1.0930 -2.7408 6.3680
O 1.0069 2.1656 -4.1719
C -1.4784 0.5695 -1.2522
H 0.2481 0.0080 -0.0043
C 0.3665 -0.1003 0.2137
C -0.0810 0.2263 0.1732
C -0.1316 -0.0927 -0.0607
C -0.4088 0.0413 0.2340
C 0.1334 -0.0927 0.1643
H 0.2092 -0.0329 -0.2521
H -0.0758 0.2631 0.1386
H -0.2994 -0.2771 -0.0145
C -0.3226 0.0047 -0.0323
H 0.2426 0.0766 -0.3044
H 0.0618 -0.1805 0.1742
H 0.0032 0.3186 0.1507
C 0.1725 0.1911 0.0204
H -0.1577 0.3106 0.1333
H 0.0904 -0.2042 0.1071
H -0.1210 -0.0828 -0.2954
C 0.1678 -0.1657 -0.0060
H -0.2041 -0.1154 -0.1241
H 0.3083 0.1163 -0.1224
H -0.1252 0.2347 0.2312
C 0.1400 0.4402 0.1976
H -0.1648 -0.0435 -0.0861
H -0.0893 -0.1341 0.0750
H 0.3721 0.0075 -0.1261
C -0.0690 -0.2159 -0.3156
H -0.1224 0.2676 0.1794
H 0.3117 0.1095 -0.0610
H -0.1302 -0.1340 0.1374
C -0.1475 0.1601 0.1756
H 0.0116 -0.2941 0.0812
H 0.1704 0.2362 -0.0286
H -0.1727 0.1560 -0.2298
C -0.2170 -0.1740 -0.1430
H -0.0980 0.1191 0.1982
H 0.1781 0.1708 -0.0593
H 0.1247 -0.3262 -0.0248
C 0.1456 0.0411 0.2400
H 0.0370 -0.3324 0.0898
H -0.1740 -0.0604 -0.3460
H -0.1037 0.1660 0.2069
C 0.0913 -0.1703 -0.0274
H -0.1586 -0.1559 0.1939
H -0.2444 0.1041 -0.1734
H 0.2777 0.3342 0.2151
C -0.0444 -0.0639 0.0345
H 0.1239 0.1728 0.1157
H -0.2816 0.0754 -0.1949
H 0.1875 -0.1331 -0.0138
C 0.1905 0.1461 0.1048
H -0.2031 -0.1849 0.2329
H 0.3363 -0.1385 -0.1353
H -0.2275 0.0588 -0.2407
Re -2.9356 4.5426 -0.5650
N 4.4713 -3.7093 -1.6718
C -0.3393 0.2947 2.5120
C 0.2258 -0.2919 -0.8615
C -0.2341 -0.3030 -0.6164
C 0.5031 0.6708 0.1388
C -0.6904 0.1579 0.6682
H 0.3021 0.1347 0.0163
H 0.0176 -0.2346 0.1314
H -0.2606 0.3039 0.0631
H 0.0252 -0.0925 -0.3577
H -0.4110 0.0487 -0.0752
H 0.1265 -0.1240 0.2339
H -0.1035 0.3378 -0.2178
H 0.0246 -0.2362 -0.1992
H 0.3894 0.0790 0.1055
C -0.1342 0.0231 0.2961
C -0.2867 0.2961 -0.0495
C 0.5432 -0.4371 0.1757
C -0.3253 0.1784 -0.0441
N 0.6044 -0.7513 -0.3817
C -0.2741 0.2146 0.4079
C 0.6995 -0.5569 -0.6011
H 0.2201 0.0534 0.0724
H -0.0456 0.0514 -0.2393
H 0.0219 -0.2490 0.0402
H 0.0721 -0.0139 -0.2758
H -0.2776 0.1452 -0.3057
H -0.0226 0.1345 0.4023
H 0.0631 -0.0959 0.1954

largest force on an atom: 7.018 eV Å⁻¹
spin multiplicity: 4
⟨S²⟩: 3.813
electronic energy: -64437.167 eV
HOMO-LUMO gap (alpha / beta): 8.08 / 6.17 eV
relative energy (zero: lowest compared OMol25 entry of this formula, charge and spin): 9.8 kcal per mole
charge: +3


Entry 2:
Entry from the Open Molecules 2025 dataset: a 13-piece molecular cluster, C35H59B2I3N13O16P3S overall (ωB97M-V/def2-TZVPD).

CARTESIAN COORDINATES (ANGSTROEM)
C: 0.506146 5.513310 -4.847443
O: 1.095743 4.194186 -4.785676
C: 0.252669 3.287423 -4.021920
C: 0.676280 1.822365 -4.475884
C: 2.305103 1.788724 -4.401629
P: 3.262899 2.518167 -3.028820
O: 4.545472 3.149292 -3.557230
O: 2.611286 3.604302 -1.979361
O: 3.855514 1.213396 -2.070330
O: 0.577749 1.912595 -5.899848
S: -0.690641 1.984106 -6.858219
O: -1.269680 3.364427 -6.806459
O: -1.874571 1.069406 -6.104893
C: -1.567965 -0.303592 -5.854541
O: -1.012340 -0.942841 -7.011950
B: -1.751600 -1.103234 -8.194342
O: -2.628018 -2.159318 -8.581935
O: -1.563251 -0.108387 -9.232700
P: -3.335079 -1.024201 -5.660744
O: -4.356230 -0.015387 -6.638953
I: -4.494291 -0.687258 -3.542671
C: -0.452218 -0.642922 -4.710540
O: 0.829803 -0.811987 -5.419922
B: 1.610767 -1.952916 -5.216155
O: 1.642850 -2.947336 -6.283415
O: 2.597461 -2.248735 -4.190185
P: -0.584560 -2.365422 -3.925300
O: -1.792763 -2.454116 -2.709686
I: -1.494524 -4.079533 -5.502676
C: -0.084038 0.603483 -3.694542
C: -1.435500 1.027269 -2.979208
C: -1.605518 2.102635 -1.856960
N: -0.561495 2.446688 -0.874375
C: 0.876729 0.152018 -2.493557
C: 0.418254 -0.816598 -1.355648
O: 1.015150 -1.899804 -1.260823
I: -1.045516 -0.684967 0.230135
H: -0.241477 5.740417 -4.028474
H: 0.096090 5.651089 -5.901894
H: 1.379205 6.252209 -4.756873
H: -0.860206 3.460841 -4.256763
H: 0.351459 3.537637 -2.929326
H: 2.767640 2.280356 -5.333151
H: 2.666047 0.705594 -4.534469
H: 2.887828 3.444340 -1.027864
H: 3.305747 1.134499 -1.259618
H: -2.360249 -3.007320 -8.174168
H: -0.579752 -0.022267 -9.268592
H: -5.282940 -0.254207 -6.404416
H: 1.886129 -2.450672 -7.093688
H: 3.407708 -1.787752 -4.507874
H: -1.393247 -3.035860 -2.023489
H: -1.843313 0.049055 -2.528011
H: -2.279448 1.302263 -3.709614
H: -2.547103 1.819067 -1.257955
H: -1.914896 3.095844 -2.351994
H: -0.925253 2.319038 0.084906
H: -0.342534 3.458540 -0.909635
H: 1.198633 1.114448 -1.951067
H: 1.883419 -0.273176 -2.842352
C: 3.552250 7.182379 -0.527092
C: 2.176831 6.709708 -0.690199
N: 1.094906 6.339106 -0.818775
H: 4.158978 6.465433 0.030145
H: 4.039778 7.340026 -1.491835
H: 3.588765 8.130151 0.013988
C: 4.499876 4.218415 2.705736
C: 4.130283 3.672685 1.401364
N: 3.841322 3.244613 0.376843
H: 5.444355 4.764390 2.658467
H: 3.741866 4.909980 3.079418
H: 4.616848 3.429484 3.451351
C: -0.245527 -4.289111 2.206782
C: -1.087218 -3.383846 2.985244
N: -1.750498 -2.671404 3.600327
H: -0.654569 -5.277670 2.178184
H: -0.152724 -3.948716 1.164656
H: 0.755685 -4.351357 2.613619
C: 3.029281 -1.978851 2.768664
C: 3.366129 -3.317166 3.254705
N: 3.629016 -4.368093 3.637623
H: 3.662282 -1.684191 1.928950
H: 1.992655 -1.924571 2.427940
H: 3.154127 -1.224560 3.548311
C: -1.698186 -2.620558 6.868678
C: -1.376088 -1.399159 7.605177
N: -1.127280 -0.436658 8.183834
H: -2.729066 -2.932501 7.040214
H: -1.574922 -2.486498 5.790879
H: -1.055673 -3.450825 7.167524
C: 5.292558 6.133530 -4.736631
C: 5.594740 7.355380 -3.991278
N: 5.829705 8.315667 -3.403967
H: 4.267204 5.800705 -4.562941
H: 5.408959 6.279488 -5.812797
H: 5.951398 5.312803 -4.446994
C: 0.815576 -7.489941 5.379104
C: 0.484890 -6.615374 4.255224
N: 0.223753 -5.922320 3.368853
H: 0.823360 -6.942811 6.324148
H: 0.093843 -8.303227 5.479582
H: 1.801708 -7.942548 5.256910
C: 3.458286 -4.571310 -2.425842
C: 3.843760 -5.890920 -1.922759
N: 4.146216 -6.926757 -1.527765
H: 4.072071 -4.270575 -3.276218
H: 2.418085 -4.554737 -2.755610
H: 3.567039 -3.801564 -1.659098
C: -5.040567 -2.951156 9.665803
C: -3.731784 -3.585483 9.508182
N: -2.702964 -4.084086 9.384220
H: -5.343749 -2.420612 8.759841
H: -5.818861 -3.684328 9.886944
H: -5.037797 -2.224174 10.481429
C: -1.958240 -0.910067 12.391172
C: -3.418070 -0.821479 12.357175
N: -4.565115 -0.751568 12.328397
H: -1.598159 -1.214456 13.376047
H: -1.584266 -1.638234 11.668045
H: -1.493152 0.049448 12.156557
C: -4.390066 0.481462 7.338660
C: -5.776180 0.037154 7.189657
N: -6.864505 -0.313519 7.074003
H: -3.794635 -0.242092 7.898434
H: -3.905775 0.619378 6.369712
H: -4.327517 1.432877 7.870516
C: -5.770539 -1.661712 0.604207
C: -5.506847 -0.375676 -0.041333
N: -5.299462 0.635007 -0.548291
H: -5.488186 -1.646122 1.659001
H: -6.828950 -1.925428 0.554458
H: -5.210810 -2.470474 0.129313

Forces on the atoms, in the same order (eV/Å):
C 1.0466 0.9680 -0.8473
O -1.4545 -0.2831 1.2372
C -0.9717 0.4216 0.0230
C 1.6550 1.7137 1.0186
C -0.3823 -1.2126 -0.9756
P 5.3348 1.5026 1.4500
O -2.6469 -1.2700 0.0598
O -0.5368 -2.0683 -0.8612
O -2.2035 1.5481 -0.4113
O -0.7340 -1.7034 -0.0090
S -1.4087 3.3619 -1.2393
O 1.0013 -2.9755 0.2216
O 1.5848 -0.1125 0.6135
C 0.4185 0.6394 -0.1342
O -1.4019 0.0618 0.5213
B -1.1568 0.3639 -3.0034
O 2.0474 0.9563 1.1937
O 1.0414 -1.9138 1.6981
P -2.1892 -1.0981 -1.1990
O 1.3244 -0.7540 1.2896
I 0.1443 0.4214 0.1920
C 0.7661 2.1893 -0.8005
O -0.7267 -0.7953 1.2410
B 1.2988 -2.6690 -0.7260
O 0.5541 2.2387 0.7510
O -0.7937 1.9708 -1.4449
P -0.7310 -1.2135 1.0949
O 1.8036 0.1290 -1.1607
I 0.1133 0.4659 0.3029
C -1.2233 0.0906 0.9371
C -1.5207 -1.0918 -0.1012
C -1.9403 1.9355 0.1688
N 0.2410 0.5133 0.7570
C 1.3266 1.1763 0.1431
C 2.0345 -3.2927 -0.5042
O -1.3592 2.8672 -0.3096
I 0.0613 0.4651 -0.2443
H 0.7989 -0.4441 -0.9864
H 0.0401 -0.1640 1.5247
H -1.2628 -0.9693 0.0602
H 1.5778 -0.3719 -0.0652
H 0.2878 -0.6713 -0.9828
H -1.1059 -0.2526 1.5947
H -0.5170 1.5275 0.6224
H 0.0051 0.0090 -1.0382
H 0.5873 -0.0732 -0.5617
H -0.5014 0.6243 0.1433
H -1.0668 0.5885 -0.0190
H 0.8772 0.1367 -0.2194
H -0.6854 -0.5972 0.3060
H -0.3883 -0.6003 0.5331
H -0.3393 0.4620 -0.3538
H 0.7844 1.2854 -0.6760
H 1.5722 -0.3339 0.7418
H 1.2402 0.1018 -1.1716
H 0.3945 -1.5561 0.4899
H 0.3254 -0.1230 -0.8790
H -0.0842 -0.8893 -0.2096
H -1.0266 -1.1525 -0.6534
H -1.7928 0.1072 0.3626
C 0.2937 0.1241 -0.0038
C -0.1032 -0.0485 -0.0135
N 0.3658 0.0628 0.0814
H -0.2004 -0.0839 -0.0818
H -0.1688 -0.0504 0.0116
H -0.2048 -0.0744 -0.0640
C 0.1373 0.1453 0.3309
C 0.0698 0.0292 0.1472
N -0.0219 0.1267 0.6655
H -0.0670 -0.1072 -0.2151
H -0.0660 -0.1097 -0.2315
H -0.0613 -0.0738 -0.2256
C -0.9151 3.5970 -3.3103
C 0.1644 -0.0011 -0.3686
N 0.0858 -0.1218 -0.1696
H -0.8190 1.0682 -1.0445
H -0.2537 0.7461 0.0683
H -0.1770 0.6939 -0.3839
C -0.0889 0.3543 -0.1421
C -0.0198 0.1135 -0.0386
N -0.1102 0.1726 -0.0414
H 0.0367 -0.2272 0.0742
H 0.0435 -0.1911 0.0599
H 0.0362 -0.2295 0.0728
C 0.0509 -0.2018 -0.4145
C 0.0158 -0.2218 -0.0143
N -0.0859 -0.1476 -0.0768
H 0.1187 0.1674 0.0991
H 0.0111 0.2490 0.1968
H -0.0368 0.1988 0.2118
C -0.0370 -0.2724 -0.2296
C -0.0197 -0.0947 -0.1267
N -0.0916 -0.1898 -0.0166
H 0.1139 0.0651 0.1599
H 0.0471 0.2303 0.1340
H -0.1001 0.1272 0.1573
C 0.0961 -0.1895 0.3248
C 0.0628 -0.0862 0.2325
N 1.9692 -6.1314 5.0097
H -0.0430 0.1224 -0.1876
H -0.0462 0.1598 -0.1819
H -0.0603 0.1750 -0.1907
C -0.0566 0.2172 -0.0571
C -0.0123 0.0976 -0.0092
N -0.0628 0.1752 -0.0682
H -0.0269 -0.2090 0.0781
H 0.1136 -0.1259 0.0421
H 0.0080 -0.1858 0.0371
C -0.3259 0.1967 0.0329
C -0.1470 -0.0005 0.1181
N -0.2163 0.0985 0.1131
H 0.1552 -0.1171 -0.0298
H 0.2187 -0.0864 -0.0478
H 0.1786 -0.1210 -0.0430
C 0.3951 -0.0294 0.0143
C 0.1344 0.0167 0.0196
N 0.2436 -0.0363 -0.0274
H -0.2450 0.0162 -0.0204
H -0.2359 0.0407 -0.0192
H -0.2360 -0.0158 -0.0300
C 0.2685 0.0969 0.0235
C 0.1021 0.0907 -0.0060
N 0.2044 -0.0107 0.0322
H -0.1762 0.0168 -0.0171
H -0.1924 -0.0904 0.0076
H -0.1903 -0.1059 -0.0107
C -0.0632 -0.3258 0.1677
C -0.0291 -0.0918 0.1014
N -0.0071 -0.1845 0.1364
H 0.0397 0.1911 -0.1157
H 0.0632 0.2041 -0.0942
H 0.0400 0.2122 -0.0982

largest force on an atom: 8.159 eV Å⁻¹
electronic energy: -153737.935 eV
HOMO-LUMO gap: 7.60 eV


Question: Which value of electronic energy does entry 1 give?
Answer: -64437.167 eV


Question: Among the records above, which one has the lowest largest force on an atom?
Answer: C35H58N3OP2Re


Question: electronic energy of number 2 (C35H59B2I3N13O16P3S)?
Answer: -153737.935 eV